Entry 1:
{
  "formula": "C14H13ClF5MnO2Si",
  "method": "the ωB97M-V functional and the def2-TZVPD basis",
  "energy_ev": -84131.1661,
  "e_homo_ha": [-0.3268, -0.3287],
  "relative_energy_kj_mol": 16.4,
  "spin_multiplicity": 5,
  "species": ["Mn", "Cl", "C", "C", "C", "C", "O", "C", "C", "O", "C", "H", "H", "H", "H", "F", "C", "F", "C", "F", "F", "F", "C", "Si", "C", "C", "C", "C", "H", "H", "H", "H", "H", "H", "H", "H", "H"],
  "xyz": [[0.63842, 0.72793, -0.90946], [-4.75307, 5.66060, -0.92450], [-3.40810, 4.59954, -0.65583], [-2.66048, 4.72115, 0.53336], [-1.59729, 3.90102, 0.77580], [-1.19735, 2.90529, -0.15384], [-0.17664, 2.16442, 0.11848], [-1.96784, 2.79420, -1.35090], [-1.67900, 1.83414, -2.35067], [-0.76629, 0.98285, -2.34138], [-3.07023, 3.65619, -1.57333], [-2.94116, 5.47703, 1.25477], [-1.02060, 3.99028, 1.68653], [-2.34045, 1.82961, -3.22612], [-3.64190, 3.55575, -2.48785], [2.61105, -1.10488, -2.24054], [2.34588, 0.16487, -1.90809], [3.32886, 0.60984, -1.06188], [2.43212, 1.06284, -3.15118], [3.67077, 1.35546, -3.53152], [1.83076, 2.24032, -2.79800], [1.77508, 0.55980, -4.18765], [2.62638, -3.78476, 2.28129], [0.83077, -3.40675, 1.91525], [0.04146, -4.79530, 0.93884], [-0.11309, -3.08729, 3.49990], [0.76496, -1.87518, 0.88548], [0.72818, -0.86265, 0.20957], [2.72544, -4.68401, 2.89262], [3.09070, -2.95657, 2.81945], [3.18541, -3.93930, 1.35694], [0.05480, -5.73447, 1.49520], [0.57311, -4.94976, -0.00173], [-0.99675, -4.55629, 0.70214], [-0.09474, -3.96413, 4.15060], [-1.15550, -2.84088, 3.29200], [0.32634, -2.25091, 4.04626]],
  "forces_ev_per_a": [[-0.33, -0.11, 0.39], [-0.03, 0.02, 0.00], [0.04, 0.01, 0.09], [-0.07, 0.00, -0.10], [0.14, -0.08, 0.05], [-0.30, 0.21, -0.07], [0.24, -0.31, -0.22], [0.11, 0.09, 0.24], [0.02, -0.18, -0.11], [-0.01, 0.18, -0.11], [0.00, -0.05, -0.09], [-0.01, 0.00, 0.00], [0.00, 0.00, 0.00], [0.01, 0.01, -0.01], [0.00, 0.00, 0.00], [-0.02, 0.02, -0.05], [0.01, 0.03, 0.09], [-0.03, -0.06, -0.01], [0.04, 0.22, 0.02], [0.00, -0.09, -0.02], [0.04, -0.03, -0.06], [-0.07, -0.04, 0.05], [-0.06, 0.05, -0.03], [-0.02, -0.08, 0.05], [0.03, 0.09, 0.01], [0.04, 0.01, -0.06], [-0.02, -0.04, 0.04], [0.24, 0.16, -0.10], [-0.03, -0.01, 0.00], [0.01, 0.00, 0.00], [0.00, 0.00, 0.00], [0.02, 0.01, 0.03], [-0.01, -0.01, 0.00], [0.00, 0.00, -0.01], [0.01, -0.01, -0.01], [0.00, 0.00, -0.01], [0.00, 0.00, 0.00]],
  "mulliken_charge": [0.89, -0.22, 0.12, -0.46, -0.66, 0.78, -0.85, 0.56, -0.10, -0.60, -0.89, 0.41, 0.43, 0.36, 0.38, -0.26, 0.50, -0.27, 0.68, -0.25, -0.26, -0.24, -0.95, 0.01, -0.95, -0.95, 0.14, -0.08, 0.31, 0.31, 0.31, 0.30, 0.30, 0.30, 0.31, 0.30, 0.30]
}



Entry 2:
{
  "formula": "C7H8O",
  "method": "the ωB97M-V functional and the def2-TZVPD basis",
  "energy_ev": -9431.6460,
  "e_homo_ha": -0.3386,
  "relative_energy_kj_mol": 443.5,
  "smiles": "C#CCC(=C)C(C)=O",
  "species": ["C", "C", "C", "C", "C", "C", "C", "O", "H", "H", "H", "H", "H", "H", "H", "H"],
  "xyz": [[2.21208, -0.26427, -0.67302], [1.48344, 0.41140, -1.38855], [0.11177, 0.70413, -1.73871], [-0.65848, 0.49705, -0.42120], [-0.95573, 1.52450, 0.36404], [-0.25861, -1.05206, 0.17957], [-0.48489, -1.15308, 1.67038], [-0.49366, -1.99274, -0.54395], [3.13429, -0.71109, -0.40971], [-0.22871, -0.05035, -2.45254], [-0.00711, 1.73042, -2.09047], [-1.56192, 1.39872, 1.24833], [-0.59158, 2.52541, 0.16932], [0.12848, -0.42810, 2.19820], [-0.29708, -2.17764, 1.98884], [-1.53231, -0.96228, 1.89946]],
  "forces_ev_per_a": [[0.50, 1.30, -1.60], [0.50, -1.69, 1.62], [-0.69, 0.44, 0.45], [3.09, -1.35, 0.29], [-0.44, -0.28, 0.09], [-5.64, 1.32, -1.08], [1.30, -0.28, 0.13], [1.56, 0.40, 0.21], [0.16, -0.31, 0.45], [-0.06, 0.31, -0.22], [-0.26, -0.21, -0.26], [0.42, -0.10, 0.47], [-0.63, 0.20, -0.54], [0.01, -0.09, 0.27], [0.25, 0.07, 0.09], [-0.08, 0.26, -0.38]],
  "mulliken_charge": [-0.24, -0.25, -0.59, 0.33, -0.77, 0.73, -1.32, -0.51, 0.41, 0.27, 0.41, 0.27, 0.24, 0.35, 0.37, 0.31]
}



Entry 3:
{
  "formula": "C18H54O9S9",
  "method": "the ωB97M-V functional and the def2-TZVPD basis",
  "energy_ev": -135476.6067,
  "e_homo_ha": -0.3031,
  "relative_energy_kj_mol": 221.1,
  "species": ["C", "S", "O", "C", "H", "H", "H", "H", "H", "H", "C", "S", "O", "C", "H", "H", "H", "H", "H", "H", "C", "S", "O", "C", "H", "H", "H", "H", "H", "H", "C", "S", "O", "C", "H", "H", "H", "H", "H", "H", "C", "S", "O", "C", "H", "H", "H", "H", "H", "H", "C", "S", "O", "C", "H", "H", "H", "H", "H", "H", "C", "S", "O", "C", "H", "H", "H", "H", "H", "H", "C", "S", "O", "C", "H", "H", "H", "H", "H", "H", "C", "S", "O", "C", "H", "H", "H", "H", "H", "H"],
  "xyz": [[-0.90897, -5.79599, -0.80394], [0.94286, -5.91595, -0.59205], [1.04307, -6.59120, 0.77439], [1.15001, -7.22076, -1.88074], [-1.28318, -6.81595, -0.89201], [-1.14359, -5.34467, -1.76797], [-1.34427, -5.31172, 0.07019], [1.09196, -8.19587, -1.39712], [2.13621, -7.21121, -2.34486], [0.35540, -7.22215, -2.62686], [-2.32628, 4.54887, -3.51299], [-0.81154, 3.56064, -3.85793], [-1.05309, 2.11026, -3.52466], [-0.80991, 3.62369, -5.65052], [-3.09684, 3.89101, -3.91492], [-2.37680, 5.51130, -4.02216], [-2.47207, 4.67717, -2.44042], [0.19641, 3.95228, -5.91019], [-1.54508, 4.28279, -6.11228], [-0.86958, 2.59901, -6.01735], [-1.06129, 0.17152, -0.25522], [0.64696, -0.57392, -0.43570], [1.47154, 0.07299, 0.62562], [0.51782, -2.33349, 0.19418], [-1.16211, 0.98953, -0.96852], [-1.33473, 0.48127, 0.75343], [-1.87143, -0.49418, -0.55291], [1.48337, -2.71929, 0.52122], [0.19312, -3.02404, -0.58416], [-0.15327, -2.33689, 1.05310], [4.73816, 0.61706, 1.82809], [5.80899, 0.48381, 3.32067], [6.91890, 1.41229, 2.96220], [6.53072, -1.11915, 2.93459], [5.21044, 1.13005, 0.99030], [3.83486, 1.16524, 2.09579], [4.36723, -0.36779, 1.54423], [7.54652, -1.26042, 3.30373], [6.55637, -1.29177, 1.85866], [5.97406, -1.93854, 3.38940], [-1.47454, 6.28440, 0.58286], [-0.11918, 5.67597, -0.53097], [1.24290, 6.04242, 0.04993], [-0.31521, 3.82766, -0.41083], [-2.45709, 5.95040, 0.24947], [-1.47223, 7.36908, 0.69039], [-1.32524, 5.84858, 1.57072], [-0.05140, 3.55059, 0.60982], [0.19221, 3.18854, -1.13342], [-1.34299, 3.63389, -0.71783], [-3.37247, -3.21419, 3.47611], [-3.29445, -1.57393, 2.61629], [-3.48919, -1.90193, 1.17609], [-4.84736, -0.86199, 3.15423], [-3.51632, -2.90876, 4.51251], [-2.41066, -3.68274, 3.26755], [-4.21441, -3.73876, 3.02439], [-5.66738, -1.51473, 2.85489], [-4.83680, 0.20052, 2.91123], [-4.80962, -0.84207, 4.24339], [-4.36523, 1.86711, -2.15215], [-4.58556, 2.40925, -0.47643], [-3.85899, 3.74970, -0.41511], [-6.37272, 2.84023, -0.48707], [-4.79147, 0.89166, -2.38650], [-3.33394, 1.65227, -2.43211], [-4.77762, 2.57017, -2.87585], [-6.91343, 2.20815, -1.19148], [-6.52757, 3.89354, -0.72086], [-6.75388, 2.60574, 0.50683], [1.41133, -1.88850, 3.87615], [2.43721, -3.40634, 3.46226], [3.73123, -3.21881, 4.32470], [1.49369, -4.68765, 4.36579], [1.58475, -1.58435, 4.90840], [0.36214, -2.09414, 3.66395], [1.69324, -1.10837, 3.16902], [1.97714, -5.66456, 4.37083], [0.54602, -4.89129, 3.86725], [1.16153, -4.46672, 5.38016], [2.60537, 1.26069, -2.97389], [4.22050, 1.52999, -3.90944], [4.21451, 2.90787, -4.46201], [5.38877, 1.38368, -2.52606], [2.71405, 1.98335, -2.16515], [2.54669, 0.27193, -2.51892], [1.77630, 1.50530, -3.63791], [5.33138, 0.40358, -2.05255], [5.26009, 2.15063, -1.76230], [6.31490, 1.39712, -3.10070]],
  "forces_ev_per_a": [[0.77, -0.53, -0.57], [-1.40, -1.37, 1.25], [0.31, 0.78, -1.58], [0.10, -0.51, 0.21], [0.12, -0.11, 0.38], [-0.01, 0.52, 0.21], [0.20, 0.19, -0.25], [-0.16, 0.14, 0.46], [-0.08, 0.49, -0.01], [0.13, 0.44, -0.06], [-0.15, -1.00, -0.39], [0.31, 0.29, 0.52], [-0.51, 0.56, 0.20], [0.55, 0.11, -0.44], [-0.34, 0.18, 0.10], [0.46, -0.10, -0.04], [0.14, -0.14, -0.06], [-0.05, 0.23, -0.13], [-0.05, -0.13, 0.17], [-0.38, 0.01, 0.18], [-0.37, -0.86, -0.35], [-0.40, -0.37, 0.69], [0.13, 0.26, -0.04], [-0.72, 0.44, -0.17], [0.62, 0.23, 0.10], [0.68, 0.03, 0.14], [0.25, -0.61, -0.06], [0.28, 0.69, -0.10], [-0.39, 0.26, -0.06], [-0.14, -0.07, -0.10], [-1.13, -0.54, 0.66], [0.80, 0.17, -1.73], [0.18, 0.61, 0.67], [-0.20, -1.34, -0.08], [0.50, -0.17, 0.36], [0.09, 0.21, 0.08], [0.15, -0.09, -0.12], [-0.01, 0.78, 0.21], [-0.03, 0.25, -0.03], [-0.46, 0.07, 0.00], [0.37, -1.06, 0.56], [1.39, 0.19, -0.51], [-1.91, -0.49, -0.24], [-0.72, 0.73, 0.25], [0.13, -0.12, -0.39], [0.42, -0.09, -0.42], [0.13, 0.02, 0.10], [-0.30, -0.21, -0.05], [0.96, 0.82, -0.07], [-0.47, 0.08, 0.82], [-0.20, 1.75, -0.46], [0.13, -0.73, -0.31], [0.21, 0.13, -0.29], [0.52, -0.26, 1.28], [0.08, -0.69, 0.16], [-0.19, -0.09, 0.21], [0.09, -0.13, 0.24], [-0.10, 0.51, -0.38], [-0.40, -0.28, -0.73], [-0.04, -0.20, 0.24], [-0.22, -0.79, -1.35], [0.48, 1.59, 0.07], [-0.53, -1.14, 0.07], [0.11, -0.63, -0.04], [-0.66, -0.07, 0.55], [0.45, 0.68, 0.57], [0.01, 0.24, 0.21], [0.09, 0.00, -0.09], [0.34, -0.07, -0.03], [0.07, 0.19, 0.02], [0.14, -0.87, -0.65], [1.72, 0.73, 2.97], [-2.22, -0.28, -1.90], [-1.15, -0.27, -0.15], [0.07, -0.25, -0.09], [-0.09, -0.16, 0.22], [0.31, -0.01, 0.07], [0.60, 0.38, -0.17], [-0.03, 0.23, -0.59], [0.69, 0.58, 0.14], [1.52, 0.88, 0.09], [-1.19, -1.39, -0.08], [0.00, 0.10, 0.58], [-0.29, -0.04, -0.45], [-0.51, 0.15, 0.06], [0.07, -0.07, -0.40], [0.12, -0.15, 0.09], [-0.32, -0.11, -0.18], [0.24, 0.21, -0.27], [0.31, 0.45, 0.57]],
  "mulliken_charge": [-1.03, 0.67, -0.66, -1.03, 0.43, 0.38, 0.27, 0.36, 0.33, 0.31, -0.85, 0.81, -0.68, -1.13, 0.26, 0.44, 0.12, 0.38, 0.36, 0.31, -0.69, 0.49, -0.55, -0.95, -0.13, 0.40, 0.50, 0.32, 0.41, 0.15, -0.80, 0.50, -0.66, -0.86, 0.40, 0.32, 0.18, 0.38, 0.30, 0.27, -0.82, 0.50, -0.64, -0.24, 0.23, 0.38, 0.29, 0.50, -0.01, -0.20, -0.95, 0.67, -0.63, -1.06, 0.39, 0.18, 0.36, 0.32, 0.32, 0.39, -0.83, 0.60, -0.62, -0.99, 0.47, 0.03, 0.39, 0.35, 0.31, 0.32, -0.49, 0.61, -0.69, -1.05, 0.43, 0.02, 0.11, 0.35, 0.32, 0.37, -0.67, 0.45, -0.61, -0.93, 0.29, 0.28, 0.17, 0.31, 0.30, 0.39]
}